# 1
# C33H30I2N5OOsSSe

A molecular structure, C33H30I2N5OOsSSe at a distorted geometry (ωB97M-V/def2-TZVPD, the OMol25 dataset).

Last column: Löwdin charge in e.
Element x y z (Å)
Os1 -0.419 -1.249 -0.235  1.22
I1 -1.164 0.775 4.248  1.10
H1 -3.178 0.091 -0.009  0.08
H2 -0.064 -4.247 1.086  0.09
I2 -2.966 -4.557 6.149  1.09
C1 -4.508 3.173 1.916  -0.03
C2 -1.442 -3.167 2.358  -0.12
C3 4.115 2.240 -0.690  0.01
C4 -1.220 -3.348 -3.837  0.03
C5 5.451 2.582 -0.758  -0.04
H3 -1.439 5.603 -2.433  0.13
C6 -1.102 -3.888 -1.384  -0.12
C7 -3.551 0.950 0.537  -0.09
C8 6.470 1.624 -0.630  -0.03
H4 -2.485 3.886 1.900  0.13
C9 4.844 -0.053 -0.361  -0.14
C10 3.836 0.895 -0.484  -0.16
C11 0.601 4.042 0.468  -0.09
H5 6.978 -0.446 -0.334  0.13
C12 -0.869 5.154 -1.630  -0.03
H6 -1.561 -4.356 -4.029  0.14
C13 -1.514 -1.222 3.848  -0.60
C14 -0.520 3.402 -0.049  -0.43
C15 4.944 -2.547 -0.005  0.02
C16 -1.958 -3.917 3.389  -0.09
N1 -1.362 -3.140 -0.129  -0.21
H7 -0.977 1.120 -1.423  0.02
N2 2.636 0.194 -0.365  0.13
C17 -0.990 -2.934 -2.541  -0.24
N3 4.217 -1.289 -0.177  -0.05
H8 3.334 2.982 -0.792  0.11
H9 5.568 -2.481 0.883  0.12
H10 1.147 3.610 1.299  0.12
S1 -0.942 1.855 0.679  1.06
H11 -1.887 -4.623 -1.567  0.15
H12 -5.583 0.268 0.543  0.12
H13 -6.428 2.232 1.775  0.13
C18 -3.160 3.091 1.607  -0.08
H14 4.240 -3.366 0.111  0.06
C19 -1.109 -3.930 1.098  -0.16
H15 -2.148 -4.973 3.240  0.11
H16 -4.879 4.037 2.449  0.13
C20 0.255 5.805 -1.126  -0.02
C21 -2.230 -3.366 4.649  -0.71
H17 0.551 6.757 -1.545  0.13
Se1 1.624 -2.497 0.058  0.93
H18 1.697 0.572 -0.398  0.10
H19 -2.188 -1.584 5.842  0.10
H20 5.724 3.616 -0.915  0.12
C22 -0.362 -0.821 -3.284  -0.09
C23 -4.901 1.050 0.847  -0.04
C24 -1.223 -1.769 2.560  -0.35
C25 6.190 0.287 -0.431  0.03
H21 -0.008 0.165 -3.015  0.11
N4 -0.584 -1.672 -2.263  -0.11
N5 -0.701 0.728 -0.526  -0.46
H22 1.844 5.781 0.317  0.12
C26 -0.546 -1.181 -4.599  0.00
H23 -0.343 -0.468 -5.385  0.13
C27 -5.376 2.156 1.537  -0.03
C28 2.899 -1.106 -0.182  -0.57
H24 -0.160 -4.430 -1.267  0.13
C29 0.986 5.257 -0.081  -0.04
O1 -0.782 -0.933 1.638  -0.33
H25 -1.169 -2.771 -5.905  0.14
H26 7.500 1.944 -0.691  0.13
C30 -1.272 3.947 -1.088  -0.06
H27 5.561 -2.725 -0.883  0.12
C31 -1.991 -2.013 4.870  -0.20
C32 -2.704 1.976 0.915  -0.43
H28 -2.171 3.456 -1.443  0.12
C33 -0.996 -2.463 -4.883  0.02
H29 -2.363 -2.933 -0.116  0.15
H30 -1.714 -4.839 1.074  0.14

## Properties
Net charge = +3
ΔE to the lowest compared entry with this formula, charge and spin = 11.4 kJ/mol
Lowest unoccupied orbital energy (alpha / beta) = -10.8 / -10.8 eV
HOMO-LUMO gap (alpha / beta) = 4.46 / 4.42 eV

=====

# 2
# C33H30IrN5O5S5Si

A molecular structure, C33H30IrN5O5S5Si (ωB97M-V/def2-TZVPD, the OMol25 dataset).

Last column: Löwdin charge in e.
Element x y z (Å)
C1 1.238 7.410 3.781  -0.12
H1 -3.137 -3.381 3.999  0.04
H2 0.369 -2.756 -2.825  0.12
O1 0.716 -1.364 -0.735  -0.25
O2 4.370 -3.957 3.908  -0.11
Ir1 -0.541 -0.120 0.386  0.83
C2 4.177 -3.618 -3.091  0.00
H3 -2.067 0.061 3.916  -0.03
S1 -0.198 -4.090 1.043  0.58
H4 0.633 7.966 4.489  0.09
C3 1.062 -3.493 1.968  -1.17
C4 -2.766 -0.616 -2.191  -0.02
H5 5.233 -3.849 -3.178  0.11
H6 1.642 3.783 1.186  0.04
C5 -2.463 -2.973 -1.848  -0.04
C6 -4.787 -1.122 0.146  -0.12
H7 -5.870 -2.523 2.387  0.03
C7 -5.545 1.162 0.235  -0.11
H8 -3.501 -0.319 4.886  0.03
H9 -3.192 -0.009 -4.193  0.10
N1 1.028 4.359 1.748  -0.05
C8 2.362 -2.322 -2.123  -0.11
H10 -4.953 -2.163 -0.109  0.11
O3 1.184 -4.783 -4.620  0.01
C9 -2.848 -3.038 2.997  -0.21
H11 4.405 -2.051 -1.624  0.11
H12 -2.242 -3.802 -1.181  0.09
S2 2.455 -4.566 2.203  0.91
H13 -4.055 2.645 0.823  0.09
N2 -2.287 -1.466 0.068  -0.06
C10 -5.500 -1.663 2.955  -0.19
N3 -1.951 1.041 1.179  -0.27
C11 1.420 -3.002 -2.904  0.08
H14 -6.701 -0.502 -0.516  0.09
H15 -2.630 -4.212 -3.590  0.10
C12 2.511 7.868 3.459  -0.15
C13 2.781 5.967 1.994  -0.04
C14 -3.247 0.700 0.878  -0.32
H16 4.270 7.467 2.290  0.09
C15 -5.759 -0.190 -0.075  -0.15
C16 3.711 -2.618 -2.232  -0.02
C17 3.336 -3.602 3.384  -1.06
C18 1.895 -3.977 -3.744  -0.19
N4 -0.221 3.913 1.989  0.03
C19 -4.271 1.594 0.683  -0.06
Si1 -3.656 -1.386 2.671  0.57
H17 1.911 -6.710 -4.766  0.13
H18 -0.262 5.887 3.478  0.09
H19 -5.681 -1.854 4.022  0.03
C20 -2.686 -3.202 -3.201  -0.10
C21 1.140 -2.270 2.672  -1.12
C22 -2.994 -0.847 -3.536  -0.08
H20 -6.336 1.885 0.080  0.08
S3 0.697 1.827 0.456  0.54
H21 2.905 8.774 3.906  0.08
H22 -3.135 -2.316 -5.105  0.09
H23 -3.160 -3.803 2.275  0.03
O4 2.754 -0.407 -0.808  -0.01
C23 2.124 -5.706 -5.146  -0.17
C24 0.724 6.249 3.225  -0.04
C25 -3.151 -0.057 3.880  -0.18
C26 -3.478 -0.786 0.792  -0.35
H24 2.068 -5.706 -6.235  0.12
H25 -3.576 0.911 3.598  0.04
C27 1.924 -1.254 -1.137  -0.62
H26 -1.759 -2.971 2.957  -0.05
C28 -2.957 -2.142 -4.051  -0.11
O5 3.428 -5.309 -4.738  0.01
C29 -0.508 2.741 1.436  -0.76
H27 -2.015 -2.345 0.505  0.01
C30 3.235 -4.288 -3.826  -0.23
S4 2.550 -2.058 3.704  0.94
H28 -6.083 -0.787 2.654  0.03
C31 -2.500 -1.685 -1.338  -0.28
C32 3.274 7.130 2.557  -0.13
H29 -2.782 0.391 -1.793  0.12
S5 0.008 -1.021 2.751  0.62
H30 3.384 5.393 1.298  0.11
C33 1.495 5.506 2.319  -0.25
N5 -1.760 2.302 1.588  0.01

## Properties
Net charge = -2
ΔE to the lowest compared entry with this formula, charge and spin = 133.7 kJ/mol
Multiplicity = 5
Lowest unoccupied orbital energy (alpha / beta) = 4.0 / 3.4 eV
HOMO-LUMO gap (alpha / beta) = 4.64 / 5.13 eV

=====

Which of these has the lowest ΔE to the lowest compared entry with this formula, charge and spin? C33H30I2N5OOsSSe

=====

Which of these has the highest net charge? C33H30I2N5OOsSSe

=====

Among the records above, which one has the highest net charge? C33H30I2N5OOsSSe

=====

Look up the net charge of the first one. +3